No. 1
21
Properties=species:S:1:pos:R:3:forces:R:3:lowdin_charge:R:1 method="wB97M-V/def2-TZVPD" lumo_energy_ev=-0.21 gap_ev=9.46 smiles=O.O.O.O.O.O.O
O -32.42800 -10.28800 -13.38900 -0.8 1.1 -0.6 -0.08
O -28.67700 -11.64700 -15.48400 0.2 -0.1 0.1 -0.03
O -31.10500 -12.56000 -13.73100 0.0 -0.2 -0.7 -0.04
O -30.93700 -10.51000 -11.22200 0.0 0.5 -0.5 -0.04
O -31.02300 -14.92500 -15.21800 -1.0 1.4 -1.1 -0.02
O -30.51700 -13.39600 -11.24600 0.0 -0.4 0.8 -0.05
O -27.70300 -13.22500 -13.32600 -1.0 0.2 -0.8 -0.08
H -30.62300 -11.39000 -11.43900 0.0 -0.6 0.2 0.01
H -27.91400 -12.73500 -14.17000 1.0 -0.7 1.4 0.01
H -28.03400 -11.50800 -16.18200 0.1 0.1 -0.1 0.07
H -29.52500 -11.47400 -15.88500 -0.4 0.2 -0.3 0.05
H -31.93300 -10.99800 -13.77900 0.0 -0.6 0.0 -0.05
H -30.33800 -12.18700 -14.16800 0.6 0.1 0.3 0.03
H -31.26900 -13.87200 -10.89000 -0.1 0.0 0.6 0.05
H -30.72100 -10.37900 -10.31300 0.3 0.1 0.9 0.04
H -30.72500 -13.44500 -12.17300 0.3 0.4 -1.1 -0.01
H -26.77000 -13.29400 -13.11000 0.0 0.4 -0.6 0.03
H -31.83700 -9.94000 -12.71900 0.0 0.0 0.4 -0.01
H -30.36400 -15.58900 -15.20000 1.1 -1.1 0.4 0.04
H -30.92700 -14.54300 -16.11300 -0.2 -0.3 0.6 0.07
H -31.29500 -13.31800 -14.30100 -0.1 -0.4 0.1 0.03

---

No. 2
30
Properties=species:S:1:pos:R:3:forces:R:3:lowdin_spin:R:1 method="wB97M-V/def2-TZVPD" s2=3.78 lumo_energy_ev="0.05 / 0.05" gap_ev="8.26 / 8.29" multiplicity=4
Se 4.02191 -1.30671 -1.39418 0.4 -0.1 0.0 0.01
Mn 1.90015 -0.44360 -0.80905 -0.4 1.2 0.1 2.89
Cl -0.17752 -1.07593 -2.18227 -0.4 -0.3 -0.3 0.04
Cl -1.96399 3.16466 0.67108 0.1 -0.1 0.0 0.00
O 1.60294 0.53683 1.45508 0.0 0.0 0.0 0.03
O 2.05814 1.29145 -1.68283 0.2 0.2 -0.1 0.01
O 1.53140 -1.90439 0.42897 -0.4 -0.7 0.4 0.01
O 0.40746 2.80821 -2.00970 0.0 0.1 -0.1 0.00
O 1.19400 -2.87382 2.39729 0.0 0.0 0.0 0.00
N 0.19634 1.15017 -0.35181 0.3 -0.4 -0.2 0.00
N 3.94259 -3.65408 0.47191 0.0 0.1 0.1 0.00
C 4.01532 -2.75003 -0.24414 0.0 -0.2 -0.1 0.00
C 1.16873 -0.48898 2.31697 0.0 0.0 0.0 0.00
C -2.23685 1.70280 -0.22013 0.0 0.1 0.0 0.00
C -3.81558 0.31317 -1.37833 0.0 0.0 0.0 0.00
C 0.94349 1.87489 -1.48597 -0.1 -0.1 0.2 0.00
C 0.63847 1.48913 0.98286 0.0 0.0 0.1 0.00
C 1.30779 -1.82159 1.62155 0.1 0.1 -0.1 0.00
C -2.77627 -0.45788 -1.87394 0.0 0.0 0.0 0.00
C -3.54560 1.39552 -0.56139 0.0 0.0 0.0 0.00
C -1.48606 -0.14463 -1.50204 0.1 0.0 0.1 0.00
C -1.16755 0.91142 -0.64285 -0.1 0.0 0.0 0.00
H -4.83559 0.08576 -1.65408 0.0 0.0 0.0 0.00
H 1.79585 -0.50320 3.21051 0.0 0.0 0.0 0.00
H -2.95791 -1.28601 -2.54354 0.0 0.0 0.0 0.00
H 1.16727 2.44058 0.97886 0.0 0.0 0.0 0.00
H -4.34188 2.03425 -0.20692 0.0 0.0 0.0 0.00
H -0.19449 1.53322 1.67946 -0.1 0.0 0.0 0.00
H 1.47892 -3.65930 1.89400 0.0 0.0 0.0 0.00
H 0.12852 -0.36194 2.63460 0.0 0.0 0.0 0.00

---

No. 3
18
Properties=species:S:1:pos:R:3:forces:R:3:lowdin_charge:R:1 method="wB97M-V/def2-TZVPD" lumo_energy_ev=0.59 gap_ev=9.31 smiles="C/C=C/[C@@H](C)OC=S"
S -3.92041 -1.17657 -0.18140 -0.2 -0.3 0.2 0.68
O -1.59386 -0.14570 -0.35503 1.6 0.1 -0.9 -0.12
C -2.66182 -0.33846 0.36870 -1.1 0.5 -0.3 -0.77
C -0.53585 2.08299 -0.44035 0.1 0.9 -0.2 -0.03
C -0.56525 0.70436 0.19323 -0.6 0.7 1.7 -0.40
C 0.76543 0.07203 0.31462 1.0 -1.1 -1.5 -0.06
C 1.07377 -1.10987 -0.25401 -0.4 0.7 1.6 -0.14
C 2.40429 -1.75299 -0.14383 0.9 -0.5 0.6 -0.11
H -0.39330 2.04269 -1.52039 -0.1 -0.2 -0.1 0.09
H -1.47376 2.63789 -0.23310 0.5 -0.3 -0.1 0.09
H 2.81904 -1.97997 -1.11598 -0.1 -0.4 -0.4 0.06
H 3.16888 -1.10260 0.29840 -0.3 0.0 0.2 0.07
H 0.26423 -1.73648 -0.60814 0.0 0.2 -0.5 0.11
H -0.90633 0.83829 1.22282 0.1 0.4 0.3 0.13
H -2.69712 0.27187 1.27266 0.0 -0.3 0.3 0.08
H 1.53967 0.69924 0.79754 -0.5 -0.4 -0.3 0.13
H 0.32784 2.69648 -0.07033 -0.8 -0.7 0.0 0.10
H 2.38456 -2.70321 0.45458 -0.1 0.8 -0.6 0.09

---

No. 4
35
Properties=species:S:1:pos:R:3:forces:R:3:lowdin_spin:R:1 method="wB97M-V/def2-TZVPD" s2=0.75 lumo_energy_ev="-0.03 / -2.58" gap_ev="9.25 / 6.69" multiplicity=2
S -2.18211 1.99660 -1.24869 -0.3 -1.5 0.3 0.83
O 0.57485 3.98543 1.59745 -1.4 -0.2 -1.7 0.00
O 1.67524 1.39691 2.14928 0.3 0.8 -0.4 0.00
O -0.34488 -0.06838 3.49397 0.2 0.8 0.9 0.00
O 0.19246 1.03978 -3.09594 0.1 -0.6 0.0 0.04
O -0.56839 -2.07120 -3.05000 0.2 -1.0 0.0 0.00
O 2.72689 -1.00608 0.85977 2.1 0.1 0.0 0.00
N -0.76248 -1.31428 0.76256 -0.7 1.2 -0.9 0.01
C -0.21384 -2.54264 0.14328 -0.3 0.1 0.7 0.00
C 2.30368 -2.35350 0.59830 0.5 2.2 0.0 0.00
C 1.18982 -2.37468 -0.44238 -0.1 -1.3 0.3 0.00
C -0.80893 -0.04928 -0.03413 0.9 -1.7 -0.2 0.02
C -2.22273 0.28902 -0.46025 -0.1 2.0 1.3 0.07
H 1.37610 -3.20461 -1.14730 -0.2 0.0 0.5 0.00
H 0.97644 1.51344 -2.80330 -0.1 0.2 -0.1 0.00
H -0.51215 1.67117 -3.24057 0.0 0.4 0.0 0.01
H 2.15977 -0.24781 0.90503 -1.5 -0.3 -0.1 0.00
H 3.23057 -2.77419 0.19676 -0.3 -0.3 0.0 0.00
H -0.32202 0.73206 0.55185 -0.3 0.2 -0.1 0.00
H -2.74924 0.52060 0.49757 0.0 -0.2 -0.6 0.02
H -0.23377 -3.15381 1.06294 0.4 -0.6 -0.9 0.00
H -2.76590 -0.52465 -0.94481 0.2 0.4 -0.5 0.00
H -1.73476 -1.44475 1.02638 0.2 -0.6 0.3 0.00
H -0.70252 -1.92593 -2.10475 -0.2 0.5 -0.7 0.00
H 1.58850 2.37240 2.06461 -0.3 -0.6 0.1 0.00
H -0.40518 3.96514 1.52823 0.4 0.0 1.2 0.00
H -0.81134 -3.04404 -0.64448 -0.4 0.3 0.5 0.00
H -0.83738 -0.67379 2.96022 0.0 -0.4 -0.8 0.00
H -0.83243 -1.32890 -3.59354 0.0 0.4 0.5 0.00
H 2.14192 -2.74283 1.61277 -0.7 -0.7 -0.6 0.00
H -0.20171 -0.23242 -0.91791 0.1 0.4 -0.1 0.00
H 0.22180 0.46658 2.91516 -0.1 -0.4 0.1 0.00
H 1.22457 -1.52750 -1.13612 0.3 0.1 0.5 0.00
H 2.62378 1.22772 2.17018 0.0 -0.1 0.3 0.00
H 0.66148 3.87696 0.62790 1.0 0.1 0.4 0.00

---

No. 5
116
Properties=species:S:1:pos:R:3:forces:R:3:lowdin_spin:R:1 method="wB97M-V/def2-TZVPD" charge=-1 s2=8.78 lumo_energy_ev="1.20 / -1.38" gap_ev="4.95 / 2.92" multiplicity=6
Te 0.41828 0.46984 -2.96058 -0.6 1.7 0.2 0.61
Ru -1.43401 1.31517 1.76646 -0.1 -0.3 5.4 2.64
Br 3.17999 3.74996 3.15626 -0.7 -0.1 -0.2 0.00
Br -0.14737 5.02461 7.61586 0.1 -1.3 -0.9 0.00
Br 2.88868 4.67094 6.33255 -0.4 -0.1 -0.7 0.00
Br -2.12080 2.40462 6.77839 -0.7 -0.6 0.0 0.00
Cl -2.13393 4.34964 0.93411 -0.3 0.1 0.2 0.04
S -3.31085 -2.69352 5.64849 0.0 0.9 0.3 0.00
P 2.28218 -1.24993 2.54706 1.3 -1.0 0.2 0.00
O -1.97015 -1.15993 0.40624 0.3 -0.6 0.2 0.01
O 3.50963 -0.90180 1.50460 0.4 0.1 -0.4 0.00
O 0.14666 2.64009 2.12923 2.0 0.0 0.3 0.17
O -4.38857 -3.63937 5.77743 -0.3 0.1 0.1 0.00
O -1.40322 1.41019 3.84609 0.5 0.4 0.5 0.09
O 2.19249 -2.82514 2.07245 -0.5 0.7 -0.3 0.00
O -1.30116 1.88240 -2.08837 0.6 -0.1 -0.8 0.22
O 3.16068 -1.65728 3.88764 -0.8 0.4 -0.6 0.00
O -2.83046 -0.18209 2.23557 0.2 -1.4 -0.5 0.10
O -3.06995 -1.62694 6.60477 -0.4 -1.1 -0.6 0.00
N -1.75993 1.46338 0.09906 -0.1 0.6 -6.7 0.36
N -3.44621 -2.01430 4.19996 0.0 -0.1 0.2 0.00
C -2.62905 -1.19249 1.43802 -0.9 -0.2 0.6 0.02
C 1.06978 3.53519 -3.51072 0.9 -0.2 -0.2 0.01
C -4.25537 -2.48966 3.05880 1.9 0.2 1.2 0.00
C 3.03364 -0.70337 -4.09203 -1.6 -0.8 -0.5 0.02
C -0.19866 -4.80616 4.33132 0.4 -0.8 0.2 0.00
C -1.82764 -3.64169 5.60868 0.6 -0.2 0.4 0.00
C -0.93617 -3.52865 6.67817 -1.1 0.2 0.3 0.00
C -2.63231 2.96899 1.96909 -1.1 1.4 0.6 0.13
C -3.32472 -2.50757 1.84801 -0.3 -0.9 -0.8 0.00
C -0.61368 2.33720 4.38437 0.9 -0.7 -3.6 0.01
C -0.43503 1.28475 -6.25370 0.9 -0.8 -0.2 0.01
C 1.85894 -2.67107 -5.72651 -0.3 0.3 0.0 0.00
C 3.08325 -0.70763 4.94552 0.7 0.4 0.1 0.00
C 1.52665 4.58853 -4.33198 -1.3 0.3 -1.3 0.00
C 0.27573 -4.15889 6.63849 1.7 -0.9 -1.0 0.00
C 3.26864 -2.56908 -5.70803 -1.6 0.7 1.0 0.00
C -5.95017 1.49071 -1.03322 1.5 0.2 1.0 0.00
C 1.46522 3.53272 4.01453 0.5 -0.4 0.2 0.02
C 1.21207 4.67388 -5.72123 -0.8 -2.3 1.0 0.01
C -2.12935 1.61419 -1.16233 0.8 -0.1 3.1 0.17
C 1.63734 -3.02451 0.76691 0.7 -0.8 -0.4 0.00
C 1.37515 3.91245 5.37344 -0.4 0.7 1.2 0.01
C 4.24512 0.32948 1.44760 -1.1 0.1 -0.4 0.00
C -5.18093 1.56233 -3.31721 0.9 0.1 -0.1 0.00
C -3.85388 1.63142 -2.86911 -0.5 -0.3 -0.4 0.02
C -4.58301 1.44772 -0.59932 -1.3 -0.4 0.2 0.02
C 1.31488 3.64647 -2.00476 0.7 -0.2 -0.3 0.01
C 3.66955 0.31350 -3.20051 0.7 -0.8 0.9 0.02
C -1.52923 -4.42070 4.50218 -0.1 0.2 0.2 0.00
C 3.80404 -1.59339 -4.85781 -0.3 -0.1 -0.2 0.00
C -6.21244 1.55189 -2.39000 -0.8 0.2 0.2 0.02
C 0.40342 2.85985 3.37441 -1.3 0.0 2.6 0.01
C 0.13474 2.43910 -5.50074 1.3 0.4 0.1 0.01
C 0.46563 2.39417 -4.12832 0.7 0.2 -0.2 0.02
C 0.53935 3.55115 -6.27136 0.4 0.7 2.2 0.00
C 4.07254 -3.57397 -6.45953 1.0 0.6 -0.8 0.00
C 1.00751 -1.84025 -4.98077 1.4 1.3 0.6 0.01
C 0.19802 3.75631 6.15156 2.3 1.1 -0.9 0.01
C -3.53402 1.53706 -1.50208 -1.8 0.2 -1.5 0.02
C -0.69667 2.83376 5.64666 -1.0 0.7 1.1 0.01
C 1.47038 5.87324 -6.56835 0.1 0.6 -0.2 0.00
C 1.98838 -5.48615 5.23285 1.8 0.6 0.4 0.00
C 1.61774 -0.82406 -4.15247 0.5 -0.8 -1.5 0.06
C 0.69556 -4.79861 5.42160 -1.7 0.9 0.1 0.00
C -0.49647 -1.94330 -4.97119 -0.1 0.3 1.2 0.03
H 4.11411 -4.49408 -5.91390 0.2 -0.6 0.5 0.00
H -3.62947 2.66360 1.65841 0.0 0.2 0.0 0.02
H 3.53720 0.03579 -2.10992 0.3 0.2 -1.1 0.00
H 3.00507 -1.27034 5.88207 -0.1 0.3 -0.1 0.00
H 0.20875 -5.15715 3.36010 -0.7 -0.2 0.7 0.00
H -0.84526 -2.68051 -5.69702 -0.2 -0.1 0.5 0.00
H -3.85759 -2.83457 0.94693 -0.2 0.1 0.1 0.00
H -1.34120 -3.05388 7.57572 0.6 0.2 -0.3 0.00
H -2.69828 3.29901 3.02808 0.3 -0.1 -0.8 0.01
H 1.77334 -2.16864 0.09023 -0.1 0.0 0.3 0.00
H 2.24182 -0.00733 4.80270 0.2 -0.3 0.3 0.00
H -0.77673 -2.13515 -3.88398 -0.1 -0.4 -1.4 0.01
H -1.00282 -0.97789 -5.17787 0.5 -0.6 -0.2 0.01
H 3.68280 -3.83679 -7.44910 -0.3 0.3 0.2 0.00
H 0.68565 6.64174 -6.39715 0.2 -0.5 -0.3 0.00
H -2.55992 -3.30522 1.96125 -0.2 0.6 0.2 0.00
H -6.74616 1.54531 -0.26227 0.6 -0.2 -0.7 0.00
H -4.35753 1.30441 0.45539 -0.1 0.1 -0.2 0.00
H 0.99528 -4.10661 7.47748 -0.6 -0.1 -0.4 0.00
H -2.38378 -4.77390 3.91155 0.7 0.6 -0.6 0.00
H 2.23959 -3.85668 0.31852 -0.8 0.5 0.3 0.00
H 0.57202 -3.26698 0.83376 0.2 -0.1 -0.1 0.00
H 2.38706 6.36080 -6.22975 0.1 0.0 -0.3 0.00
H 4.03402 -0.13270 4.93470 -0.6 -0.1 0.3 0.00
H 5.03583 0.25460 0.68926 -0.2 -0.3 0.2 0.00
H 1.06376 4.66689 -1.64795 0.0 -0.7 -0.1 0.00
H 3.23133 1.28620 -3.33181 -0.1 0.6 -0.1 0.01
H 1.52661 5.64025 -7.66231 0.0 0.2 1.0 0.00
H 2.26736 -5.58837 4.18052 -0.2 0.0 0.1 0.00
H 0.34265 3.55103 -7.30427 -0.4 0.0 -1.2 0.00
H -5.41685 1.53533 -4.38717 0.2 0.2 0.4 0.00
H 1.41193 -3.42039 -6.38142 0.0 0.1 0.2 0.00
H 2.37191 3.42263 -1.68169 -0.8 0.3 -0.6 0.00
H 2.11311 -6.45502 5.71115 -0.6 -0.3 0.0 0.00
H -4.64749 -3.43814 3.39654 -0.1 -0.5 -0.5 0.00
H -3.01914 1.75210 -3.56319 -0.4 -0.1 0.1 0.00
H 0.69766 2.89780 -1.52663 -0.3 0.3 0.5 0.01
H 0.33754 0.47257 -6.34898 -0.6 0.7 0.0 0.00
H 4.69660 0.53695 2.41164 0.0 0.2 0.1 0.00
H -7.24825 1.67637 -2.72380 0.3 -0.3 0.0 0.00
H -1.28297 0.84656 -5.76047 -0.5 -0.1 0.3 0.00
H 1.99862 5.47897 -3.92346 0.0 -0.3 0.4 0.00
H -5.06799 -1.81167 3.00853 -0.9 0.7 -0.7 0.00
H 3.55956 1.14009 1.12494 0.4 -0.2 0.5 0.00
H -2.88956 -1.18970 4.00802 0.0 0.2 0.2 0.00
H 4.86669 -1.49365 -4.77049 0.6 0.0 -0.1 0.00
H 2.78874 -4.89361 5.70057 -0.1 0.0 -0.2 0.00
H 4.74273 0.34997 -3.45288 -0.4 0.2 0.4 0.00
H 5.10020 -3.20784 -6.63696 -0.4 -0.2 0.2 0.00
H -0.73506 1.58244 -7.25587 0.0 0.0 0.0 0.00

---

No. 6
11
Properties=species:S:1:pos:R:3:forces:R:3:lowdin_charge:R:1 method="wB97M-V/def2-TZVPD" lumo_energy_ev=0.94 gap_ev=10.79 smiles=Cn1ccnn1
N 0.19596 0.07217 0.21986 -0.8 -1.2 -0.7 -0.12
N -0.90291 1.16297 -1.30861 -0.2 -0.9 -0.4 -0.02
N -0.01133 1.21818 -0.39054 -0.3 -0.1 -0.1 -0.06
C -0.71471 -1.01413 -0.55622 0.3 2.3 1.6 0.01
C 1.30936 0.25760 1.27539 -0.5 -0.8 -0.3 -0.02
C -1.33030 -0.15074 -1.40989 0.8 -0.1 0.4 -0.21
H -2.05935 -0.49265 -2.12867 -0.1 0.4 0.0 0.09
H -1.27513 -1.99394 -0.34304 2.1 1.4 0.5 0.11
H 0.91698 0.08847 2.28288 -0.1 -0.2 -0.3 0.07
H 2.12480 -0.43870 1.08512 -0.2 -0.1 0.0 0.07
H 1.74548 1.28593 1.27316 -0.9 -0.8 -0.6 0.09

---

Copy entry 6 word for word.
11
Properties=species:S:1:pos:R:3:forces:R:3:lowdin_charge:R:1 method="wB97M-V/def2-TZVPD" lumo_energy_ev=0.94 gap_ev=10.79 smiles=Cn1ccnn1
N 0.19596 0.07217 0.21986 -0.8 -1.2 -0.7 -0.12
N -0.90291 1.16297 -1.30861 -0.2 -0.9 -0.4 -0.02
N -0.01133 1.21818 -0.39054 -0.3 -0.1 -0.1 -0.06
C -0.71471 -1.01413 -0.55622 0.3 2.3 1.6 0.01
C 1.30936 0.25760 1.27539 -0.5 -0.8 -0.3 -0.02
C -1.33030 -0.15074 -1.40989 0.8 -0.1 0.4 -0.21
H -2.05935 -0.49265 -2.12867 -0.1 0.4 0.0 0.09
H -1.27513 -1.99394 -0.34304 2.1 1.4 0.5 0.11
H 0.91698 0.08847 2.28288 -0.1 -0.2 -0.3 0.07
H 2.12480 -0.43870 1.08512 -0.2 -0.1 0.0 0.07
H 1.74548 1.28593 1.27316 -0.9 -0.8 -0.6 0.09